(1)
{
  "formula": "C24H16Br2CoN4O6S2",
  "method": "ωB97M-V/def2-TZVPD",
  "s_squared": 3.768,
  "homo_ha": [-0.033, -0.033],
  "charge": -2,
  "max_force_ev_per_a": 2.47,
  "orbital_gap_ev": [4.160, 4.164],
  "relative_energy_kcal_mol": 4.5,
  "spin_multiplicity": 4,
  "species": ["C", "O", "N", "C", "N", "Br", "H", "C", "H", "C", "C", "H", "C", "C", "H", "O", "Br", "H", "O", "C", "O", "O", "C", "N", "H", "H", "C", "C", "C", "Co", "H", "C", "C", "C", "H", "C", "C", "O", "S", "H", "H", "H", "C", "C", "H", "C", "H", "N", "C", "H", "C", "C", "C", "H", "S"],
  "xyz": [[-3.72194, 0.01073, 2.86816], [2.64031, 0.03641, -2.84456], [0.98798, 0.78538, 1.18908], [2.82157, 0.42259, 2.67959], [-0.54484, 2.23072, -0.42509], [4.94422, 2.27970, 3.11139], [3.81835, -5.03673, -2.59552], [0.60490, 2.81305, 0.01949], [1.20551, -0.94770, 2.25274], [3.30907, 1.67258, 2.33026], [1.63734, 0.03167, 2.06022], [4.59360, -1.06751, -4.05840], [2.13657, -2.14404, -1.98243], [2.47897, -3.49433, -1.93675], [-5.14882, -0.51538, 4.34741], [-4.96132, -0.25006, -0.95716], [0.40577, 6.64963, -1.54276], [1.85337, 4.58503, -0.04685], [-4.91014, 0.21032, -3.35239], [4.33738, -3.10966, -3.40703], [0.69594, -0.34354, -1.42238], [-2.11049, 0.53103, 1.27611], [-1.42609, 2.95731, -1.12707], [0.37442, -2.36150, -0.36821], [1.79409, 0.17381, -2.32896], [-2.35466, 2.47745, -1.42503], [0.98792, -1.58995, -1.22458], [-2.32720, -1.76108, 1.99211], [4.01223, -1.76575, -3.46590], [-0.75124, 0.23321, -0.11556], [-2.69510, -3.68826, 2.84699], [1.44672, 2.01981, 0.88633], [0.91465, 4.13369, -0.33202], [-2.67907, -0.36881, 1.97720], [5.18988, -3.47976, -3.96599], [-3.99388, -2.23553, 3.71653], [-0.00347, 4.84522, -1.06004], [-4.28150, 1.97424, -1.81130], [-2.33200, -0.16876, -2.09796], [-1.94530, 4.85429, -2.01248], [3.33731, -0.22044, 3.37795], [-4.49419, -2.94142, 4.36884], [3.56730, -3.98273, -2.64192], [-1.20649, 4.29288, -1.45674], [-1.06480, -3.37512, 1.27681], [-2.99544, -2.64177, 2.86339], [3.03104, 3.46876, 1.21695], [-0.61028, -1.66241, 0.30962], [-1.29251, -2.31279, 1.16366], [1.86447, -4.14380, -1.32743], [-4.35455, -0.87217, 3.69998], [2.64604, 2.48602, 1.44889], [2.91733, -1.27214, -2.76012], [-4.00545, 1.05939, 2.84584], [-4.34348, 0.51822, -2.03290]]
}


(2)
{
  "formula": "C24H16Cl56F5O4P2S",
  "method": "ωB97M-V/def2-TZVPD",
  "homo_ha": -0.194,
  "charge": -1,
  "max_force_ev_per_a": 3.75,
  "orbital_gap_ev": 6.230,
  "species": ["C", "Cl", "Cl", "Cl", "C", "Cl", "Cl", "Cl", "Cl", "Cl", "C", "H", "Cl", "Cl", "C", "S", "C", "Cl", "Cl", "Cl", "Cl", "Cl", "F", "C", "Cl", "Cl", "C", "C", "H", "Cl", "C", "O", "C", "H", "C", "Cl", "F", "C", "Cl", "Cl", "H", "C", "C", "Cl", "P", "Cl", "H", "Cl", "Cl", "H", "H", "Cl", "C", "Cl", "Cl", "Cl", "Cl", "Cl", "Cl", "H", "Cl", "Cl", "Cl", "Cl", "P", "Cl", "Cl", "Cl", "Cl", "Cl", "C", "H", "Cl", "Cl", "H", "Cl", "O", "C", "Cl", "C", "C", "H", "Cl", "Cl", "C", "H", "Cl", "Cl", "H", "Cl", "C", "F", "Cl", "H", "Cl", "H", "O", "H", "C", "Cl", "C", "F", "O", "F", "C", "Cl", "Cl", "Cl"],
  "xyz": [[-4.58941, -5.85676, -0.70210], [7.15566, -2.20631, -4.58772], [-2.83837, -2.45206, -4.15846], [3.78005, 3.47711, -6.83441], [0.68532, -2.58833, -2.12953], [-3.49468, -5.11655, -5.04681], [-2.68443, 0.58199, 3.76716], [-3.45267, -4.75978, -1.48348], [-6.73017, -1.15447, 5.01421], [-2.51023, 4.89777, -5.82162], [3.84071, 0.58554, -3.44151], [0.04362, 1.66329, -4.60002], [4.83276, 0.73858, 9.28131], [-2.16858, -7.97105, -5.12938], [6.94237, -3.70205, -5.49995], [1.83464, -1.52253, -3.15347], [-1.94223, 2.67757, -1.98576], [-7.84842, -2.30946, 10.91239], [1.47427, 3.24589, 4.87681], [-6.24431, -5.46726, -1.20475], [7.60757, -3.49622, -7.13250], [-2.61354, 4.69193, 9.36830], [0.47550, -3.71744, -2.84426], [8.04690, 1.19431, -3.37402], [-4.21422, -7.52550, -1.16300], [-0.90713, 6.79428, 8.35904], [-4.09223, -3.45922, -4.87141], [-0.98256, 5.08220, 8.80069], [2.46485, 3.55928, -1.16683], [-6.18828, 1.53318, 5.92284], [-0.72877, -1.96895, -1.80898], [3.23074, 1.55282, -1.05082], [3.88669, 1.30341, 10.66291], [-3.57176, 2.83105, -3.47578], [-2.88689, 2.07261, -3.07168], [3.23612, 2.91139, 10.31409], [-0.79419, -1.64675, -0.50411], [2.60039, 4.20869, 5.85325], [-3.87190, -8.77456, -7.31620], [2.86349, 3.03245, -9.53902], [-1.88663, 1.97180, -1.14409], [-8.80673, -3.57767, 10.13483], [3.92776, 4.00677, -8.51224], [8.03548, 0.58847, -5.04014], [2.69171, 0.18740, -1.96504], [-0.59475, 4.09233, 7.39208], [-0.93490, 3.11217, -4.83566], [-1.25865, -0.82884, 11.01840], [-1.25550, -0.07997, 1.33974], [0.83850, 3.29243, -4.76987], [2.01503, 2.50725, 0.18775], [-4.45728, -5.68573, 1.05533], [2.18318, 2.52699, -0.91003], [-0.38929, 3.94811, -7.52988], [2.67412, 3.54682, 7.49720], [6.50601, 2.00844, -3.06021], [8.24226, -0.16143, -2.24705], [5.60392, 3.80908, -9.04895], [-9.55705, -2.93343, 8.66927], [-2.36786, 1.55603, -3.88765], [3.46520, 5.71286, -8.64001], [-4.53598, -2.81852, -6.46533], [4.21046, 4.15197, 5.12471], [-10.06532, -4.13127, 11.24895], [-0.20852, 3.09034, -2.55090], [-1.36259, 6.65528, -7.80903], [2.04142, 5.88726, 5.91433], [-1.96078, -3.55746, 11.65627], [7.79668, -5.02487, -4.68209], [-3.01405, 4.42952, -8.63129], [4.10584, 2.04541, -3.63131], [-3.51807, 1.31694, -2.57274], [-2.26029, 2.60278, 1.74517], [0.32801, -3.00744, 9.98150], [3.79335, -0.57909, -1.44652], [-6.55446, -0.59533, 7.84329], [1.19462, -1.06071, -4.37845], [0.90292, 1.91219, -1.58287], [2.54767, 0.18757, 10.95881], [4.03997, 3.24834, -3.77850], [-3.12955, -9.29373, -5.79684], [3.48467, 0.20773, -4.41470], [9.39835, 2.32975, -3.16374], [-2.08528, -10.69085, -6.09698], [-0.01205, 2.73567, -4.35998], [1.91623, -0.13911, -0.77583], [-7.75459, -4.93425, 9.71161], [5.22350, -4.08510, -5.60516], [-2.39463, 3.59432, -1.58086], [-4.17786, -0.51901, 6.20479], [-1.81733, 4.98215, -7.44857], [-1.03758, -0.89508, -2.50854], [0.18194, 4.75630, 10.09422], [0.33696, 1.46322, -0.74592], [-5.51947, -3.46438, -3.81742], [4.80846, 0.11214, -3.23428], [1.37642, 1.05666, -2.59954], [4.11898, 4.31408, -3.71356], [-0.61890, -2.44220, 11.36298], [-4.39667, -9.74087, -4.64447], [-5.91314, -0.18369, 6.24606], [1.21645, -2.97897, -0.96084], [2.92714, -2.40736, -3.56198], [-1.67763, -2.90244, -2.01767], [-1.56061, 1.18509, 2.53500], [0.41562, -2.37507, 12.79894], [-0.03408, 1.64021, 3.31402], [4.92258, 1.38184, 12.09602]]
}


(3)
{
  "formula": "C24H16F3MoN4O3S2Se",
  "method": "ωB97M-V/def2-TZVPD",
  "s_squared": 2.026,
  "homo_ha": [-0.390, -0.399],
  "charge": 1,
  "max_force_ev_per_a": 0.42,
  "orbital_gap_ev": [6.320, 6.343],
  "relative_energy_kcal_mol": 0.5,
  "spin_multiplicity": 3,
  "species": ["F", "C", "C", "F", "H", "H", "C", "H", "C", "S", "H", "C", "C", "N", "C", "H", "C", "C", "H", "H", "C", "N", "C", "C", "N", "C", "S", "O", "C", "C", "H", "H", "H", "C", "O", "H", "C", "C", "C", "N", "H", "H", "H", "Se", "C", "H", "C", "H", "C", "Mo", "C", "O", "C", "F"],
  "xyz": [[5.79178, 0.77063, 0.86270], [-0.65591, 0.49745, 4.41076], [-1.35584, -0.63895, 4.64959], [4.73173, 1.66286, -0.79014], [-2.95170, 0.08924, -5.23721], [1.31120, 2.18752, 3.96840], [-2.21537, -0.18567, -3.21731], [1.25549, 2.39425, -5.47618], [-1.14029, 0.03077, -2.34809], [3.47203, -0.33263, 0.42388], [2.74997, 1.93185, -1.49167], [-0.42480, -2.51627, 1.60056], [-1.97670, -2.91263, 3.88656], [-1.14685, -0.36671, -1.05455], [-0.55833, -1.46319, 2.53004], [0.00555, 2.79434, 2.96273], [0.05580, 1.23490, -4.10836], [-1.04514, 2.69347, 0.52280], [3.00550, 2.87103, -3.76454], [-2.56474, -3.05465, 4.78396], [0.74775, 1.99821, 3.05381], [0.07475, -0.26364, 2.26081], [-1.07384, -3.71139, 1.80900], [-3.34924, -0.82866, -2.69541], [0.99182, 0.96846, -1.89461], [5.01441, 0.51385, -0.17033], [0.66829, -2.28388, 0.26109], [2.76041, -0.81905, -0.76834], [-1.03546, 0.95931, -4.99629], [0.00596, 0.74666, -2.79922], [-2.36308, -4.85371, 3.09896], [-1.92501, -0.76724, 5.56179], [-0.95753, -4.51076, 1.08856], [2.01242, 1.73067, -2.25044], [2.57791, 0.76547, 0.92162], [1.42694, 2.04952, 2.21732], [0.05354, 0.67951, 3.19753], [2.14277, 2.26390, -3.53289], [-1.31686, -1.67990, 3.69542], [-0.41846, 1.69392, 0.43586], [-0.97534, 1.32398, -6.01328], [-0.63719, 1.30412, 5.13018], [-2.22985, -1.22697, 0.46112], [-1.94920, 4.15950, 0.65087], [-1.86155, -3.90659, 2.95448], [-4.20373, -1.01529, -3.33320], [-3.36221, -1.19046, -1.37245], [-4.22355, -1.66663, -0.92708], [-2.12174, 0.28030, -4.56959], [0.69721, 0.09510, 0.08715], [1.17570, 2.00238, -4.47017], [3.92135, -1.26105, 1.39246], [-2.23927, -0.94262, -0.58159], [5.62851, -0.29467, -1.01709]]
}


no.,DFT total energy (eV)
1,-242779.083
2,-777585.706
3,-134273.162